No. 1
Here is one molecule with the formula C4H8O2 at a distorted geometry from the OMol25 dataset. Energies are from wB97M-V/def2-TZVPD.

Geometry (Å):
C (0.028, -0.717, -1.289)
C (0.253, 0.183, -0.019)
C (-0.631, 1.433, -0.057)
C (0.037, -0.610, 1.309)
O (-1.075, -0.779, 1.713)
O (1.140, -1.075, 1.834)
H (0.339, -0.217, -2.010)
H (-1.140, -1.121, -1.287)
H (0.767, -1.651, -1.372)
H (1.271, 0.452, 0.035)
H (-0.777, 1.818, -1.030)
H (-1.752, 1.149, 0.107)
H (-0.583, 2.076, 0.842)
H (2.123, -0.940, 1.223)

Its lowest unoccupied orbital energy is 0.0049 Ha. The energy above the lowest of the compared OMol25 structures with the same formula, charge and spin comes out at 61.9 kcal per mole. Its net charge is 0. Its SMILES is CC(C)C(=O)O. As for the spin multiplicity: 1. The HOMO energy comes out at -10.08 eV. The calculation puts the frontier orbital gap at 10.2 eV.

---

No. 2
Here is C51H56IN5O2P2Sr as an isolated structure at a distorted geometry from the OMol25 dataset. Energies are from wB97M-V/def2-TZVPD.

Geometry (Å):
Sr (0.590, 0.699, 1.368)
C (3.199, -3.792, -3.862)
C (4.298, -4.478, -3.101)
C (5.489, -4.836, -3.723)
C (6.497, -5.498, -3.038)
C (6.328, -5.813, -1.698)
C (5.160, -5.442, -1.052)
C (4.149, -4.779, -1.741)
N (2.954, -4.424, -1.073)
C (2.507, -3.120, -0.852)
N (3.474, -2.195, -1.032)
C (3.489, -0.760, -1.115)
C (2.551, 0.041, -0.462)
C (2.830, 1.410, -0.598)
C (3.895, 1.960, -1.298)
C (4.781, 1.102, -1.928)
C (4.593, -0.271, -1.840)
C (5.603, -1.180, -2.500)
N (1.283, -2.891, -0.509)
C (0.441, -4.011, -0.418)
C (-0.418, -4.333, -1.468)
C (-1.320, -5.382, -1.359)
C (-1.371, -6.127, -0.190)
C (-0.510, -5.817, 0.854)
C (0.402, -4.771, 0.763)
C (1.299, -4.412, 1.916)
H (3.312, -3.962, -4.932)
H (3.203, -2.713, -3.684)
H (2.224, -4.163, -3.545)
H (5.618, -4.604, -4.774)
H (7.410, -5.771, -3.552)
H (7.107, -6.331, -1.154)
H (5.021, -5.651, 0.002)
H (2.452, -5.149, -0.587)
H (4.372, -2.609, -1.218)
H (2.191, 2.153, -0.103)
H (4.045, 3.034, -1.330)
H (5.635, 1.487, -2.475)
H (6.377, -0.587, -2.987)
H (5.156, -1.828, -3.257)
H (6.117, -1.833, -1.784)
H (-0.369, -3.735, -2.371)
H (-1.980, -5.615, -2.185)
H (-2.072, -6.947, -0.091)
H (-0.546, -6.399, 1.769)
H (1.127, -5.078, 2.762)
H (1.136, -3.379, 2.238)
H (2.356, -4.470, 1.647)
O (0.325, 3.496, 0.997)
P (-0.699, 3.619, -0.085)
C (-1.979, 2.347, 0.221)
P (-2.471, 2.190, 1.978)
O (-1.429, 1.461, 2.763)
C (-2.788, 3.841, 2.605)
C (-3.924, 4.563, 2.251)
C (-4.135, 5.819, 2.794)
C (-3.222, 6.345, 3.701)
C (-2.091, 5.623, 4.057)
C (-1.868, 4.370, 3.504)
C (-4.057, 1.327, 2.013)
C (-4.852, 1.062, 0.904)
C (-6.033, 0.344, 1.047)
C (-6.420, -0.111, 2.298)
C (-5.627, 0.150, 3.410)
C (-4.450, 0.864, 3.269)
C (0.004, 3.297, -1.705)
C (0.884, 4.271, -2.184)
C (1.630, 4.033, -3.323)
C (1.507, 2.821, -3.992)
C (0.631, 1.856, -3.527)
C (-0.122, 2.091, -2.385)
C (-1.558, 5.190, -0.199)
C (-2.597, 5.371, -1.109)
C (-3.218, 6.605, -1.208)
C (-2.788, 7.663, -0.414)
C (-1.742, 7.487, 0.478)
C (-1.125, 6.248, 0.589)
H (-1.603, 1.405, -0.194)
H (-2.898, 2.580, -0.327)
H (-4.655, 4.141, 1.570)
H (-5.016, 6.384, 2.519)
H (-3.395, 7.322, 4.133)
H (-1.383, 6.032, 4.766)
H (-0.990, 3.793, 3.768)
H (-4.561, 1.396, -0.084)
H (-6.644, 0.136, 0.179)
H (-7.337, -0.675, 2.408)
H (-5.923, -0.210, 4.386)
H (-3.817, 1.041, 4.131)
H (1.001, 5.208, -1.650)
H (2.323, 4.784, -3.679)
H (2.111, 2.625, -4.868)
H (0.552, 0.903, -4.033)
H (-0.766, 1.306, -2.014)
H (-2.910, 4.559, -1.757)
H (-4.026, 6.747, -1.914)
H (-3.269, 8.629, -0.499)
H (-1.405, 8.313, 1.091)
H (-0.308, 6.092, 1.283)
N (-2.620, -2.580, 3.487)
C (-3.154, -2.690, 2.131)
C (-2.023, -2.573, 1.104)
C (-1.918, -1.146, 0.584)
N (-0.856, -0.815, -0.364)
H (-1.991, -3.348, 3.689)
H (-3.360, -2.601, 4.177)
H (-3.859, -1.860, 2.002)
H (-3.723, -3.611, 1.949)
H (-2.156, -3.292, 0.294)
H (-1.081, -2.814, 1.597)
H (-1.838, -0.540, 1.497)
H (-2.885, -0.843, 0.167)
H (-1.150, -1.049, -1.307)
H (-0.016, -1.412, -0.253)
I (3.243, 1.013, 3.221)
C (1.952, -0.779, 3.011)
H (2.651, -1.488, 2.557)
H (1.831, -1.059, 4.062)

Its lowest unoccupied orbital energy is 0.0045 Ha. The energy above the lowest of the compared OMol25 structures with the same formula, charge and spin comes out at 3.6 kcal per mole. Its net charge is 0. As for the spin multiplicity: 1. The HOMO energy comes out at -6.33 eV. The calculation puts the frontier orbital gap at 6.5 eV.

---

No. 3
Here is a 2-piece molecular cluster, C4H4N2 overall at a distorted geometry from the OMol25 dataset. Energies are from wB97M-V/def2-TZVPD.

Geometry (Å):
C (-0.051, 0.538, -0.890)
C (-0.271, -0.200, 0.435)
C (-0.867, -1.538, 0.357)
N (-1.391, -2.567, 0.288)
C (1.043, 0.114, 1.089)
N (1.611, 1.137, 0.985)
H (0.643, 1.627, -0.131)
H (-0.793, 0.190, -1.664)
H (0.921, 0.456, -1.346)
H (-0.925, 0.401, 1.075)

Its lowest unoccupied orbital energy (alpha / beta) is -0.0350 / -0.0350 Ha. The energy above the lowest of the compared OMol25 structures with the same formula, charge and spin comes out at 106.7 kcal per mole. Its net charge is 0. As for the spin multiplicity: 1. The HOMO energy (alpha / beta) comes out at -10.67 / -10.67 eV. The calculation puts the frontier orbital gap (alpha / beta) at 9.7 / 9.7 eV.

---

No. 4
Here is one molecule with the formula ClFHOPS at a distorted geometry from the OMol25 dataset. Energies are from wB97M-V/def2-TZVPD.

Geometry (Å):
O (-0.300, 0.289, -0.435)
P (0.872, 1.091, -1.104)
F (0.202, 1.286, -2.628)
S (2.620, 0.344, -0.886)
Cl (0.541, 3.285, -0.658)
H (-0.744, -0.020, -1.219)

Its lowest unoccupied orbital energy is -0.0250 Ha. The energy above the lowest of the compared OMol25 structures with the same formula, charge and spin comes out at 18.7 kcal per mole. Its net charge is 0. Its SMILES is O[P@](F)(=S)Cl. As for the spin multiplicity: 1. The HOMO energy comes out at -10.38 eV. The calculation puts the frontier orbital gap at 9.7 eV.

---

No. 5
Here is one molecule with the formula C4H6BrNO3 at a distorted geometry from the OMol25 dataset. Energies are from wB97M-V/def2-TZVPD.

Geometry (Å):
C (1.093, 1.166, 0.523)
C (0.060, 0.958, -0.702)
Br (-1.347, 2.456, -0.901)
C (-0.945, -0.391, -0.471)
C (-0.167, -1.705, -0.412)
O (0.959, -1.893, -0.737)
N (0.775, 0.751, -1.949)
O (1.889, 1.154, -2.077)
O (0.063, 0.365, -2.843)
H (0.606, 1.295, 1.433)
H (1.653, 0.165, 0.463)
H (1.839, 1.986, 0.198)
H (-1.336, -0.300, 0.476)
H (-1.644, -0.455, -1.298)
H (-0.787, -2.474, -0.020)

Its lowest unoccupied orbital energy is -0.0303 Ha. The energy above the lowest of the compared OMol25 structures with the same formula, charge and spin comes out at 29.0 kcal per mole. Its net charge is 0. Its SMILES is C[C@](Br)(CC=O)[N+](=O)[O-]. As for the spin multiplicity: 1. The HOMO energy comes out at -10.34 eV. The calculation puts the frontier orbital gap at 9.5 eV.

---

No. 6
Here is a 12-piece molecular cluster, C2H27O12 overall at a distorted geometry from the OMol25 dataset. Energies are from wB97M-V/def2-TZVPD.

Geometry (Å):
C (-0.609, -0.598, 0.685)
C (0.676, -0.292, 1.474)
O (1.171, 0.941, 1.102)
H (-0.339, -0.536, -0.416)
H (-1.392, 0.128, 0.958)
H (-1.051, -1.584, 0.955)
H (1.471, -1.081, 1.410)
H (0.586, -0.165, 2.503)
O (-3.946, 1.024, 1.378)
H (-4.217, 0.978, 2.268)
H (-3.071, 0.673, 1.461)
O (-0.823, -2.634, -2.024)
H (-0.443, -2.328, -1.196)
H (-0.091, -3.124, -2.371)
O (0.282, -4.330, 1.177)
H (0.048, -4.746, 0.349)
H (-0.564, -3.919, 1.321)
O (-0.878, 0.714, -3.204)
H (-1.698, 0.482, -2.715)
H (-0.246, 0.980, -2.509)
O (1.461, 3.401, 1.122)
H (1.165, 2.482, 1.273)
H (0.846, 3.890, 0.593)
O (1.421, -1.091, -3.236)
H (0.498, -1.254, -3.405)
H (1.507, -1.570, -2.393)
O (-1.243, 2.493, 1.865)
H (-0.529, 1.860, 1.954)
H (-0.729, 3.263, 2.034)
O (3.928, 0.743, 0.948)
H (2.978, 0.881, 1.151)
H (3.964, 0.189, 0.153)
O (-2.221, 2.007, -0.579)
H (-1.926, 2.004, 0.347)
H (-2.298, 1.053, -0.768)
O (0.468, 1.875, -1.115)
H (0.724, 1.435, -0.291)
H (-0.399, 2.211, -0.949)
O (1.699, -2.367, -0.751)
H (2.457, -1.716, -0.693)
H (1.365, -2.371, 0.133)

Its lowest unoccupied orbital energy is 0.0883 Ha. The energy above the lowest of the compared OMol25 structures with the same formula, charge and spin comes out at 50.9 kcal per mole. Its net charge is -1. As for the spin multiplicity: 1. The HOMO energy comes out at -5.86 eV. The calculation puts the frontier orbital gap at 8.3 eV.

---

No. 7
Here is C2F6GdNO2S2 as an isolated structure at a distorted geometry from the OMol25 dataset. Energies are from wB97M-V/def2-TZVPD.

Geometry (Å):
Gd (0.682, 2.661, 1.373)
N (-0.101, -0.775, 0.574)
S (0.874, -0.124, -0.580)
O (1.441, 1.256, -0.168)
C (2.339, -1.220, -0.167)
F (1.915, -2.453, 0.019)
F (2.953, -0.782, 0.914)
F (3.164, -1.175, -1.196)
S (-1.436, -0.011, 1.037)
O (-1.139, 1.482, 1.355)
C (-2.483, 0.251, -0.521)
F (-2.335, 1.471, -1.011)
F (-2.121, -0.640, -1.427)
F (-3.752, 0.060, -0.200)

Its lowest unoccupied orbital energy (alpha / beta) is -0.4817 / -0.3537 Ha. As for the expectation value of S²: 16.29. Its net charge is +2. As for the spin multiplicity: 8. The HOMO energy (alpha / beta) comes out at -17.65 / -18.73 eV. The calculation puts the frontier orbital gap (alpha / beta) at 4.5 / 9.1 eV.